No. 1
{"formula": "C3H4O3", "method": "ωB97M-V with the def2-TZVPD basis set", "species": ["O", "O", "H", "C", "C", "H", "O", "H", "H", "C"], "coordinates": [[1.750, -1.054, 0.887], [1.226, 1.131, -0.515], [-0.570, 2.086, -0.292], [0.241, 1.505, 0.169], [0.908, -0.659, 0.183], [-0.666, -0.132, -1.154], [-1.208, -1.646, 0.213], [-1.513, -2.147, -0.556], [0.267, 1.505, 1.267], [-0.434, -0.589, -0.202]], "atomic_forces_ev_per_a": [[-0.6773, 0.3788, -0.6212], [-0.1053, 0.0205, 0.1311], [0.0803, -0.0692, 0.0370], [0.0462, -0.0325, -0.0685], [0.5182, -0.2528, 0.6060], [0.0389, -0.0137, 0.1365], [-0.0899, -0.1794, -0.1263], [-0.0110, 0.0521, 0.1462], [0.0130, -0.0416, -0.1114], [0.1870, 0.1379, -0.1294]], "lumo_energy_ev": 0.51, "gap_ha": 0.349, "smiles": "O=C=CO.C=O", "de_lowest_kcal_mol": 89.1}

No. 2
{"formula": "C34H32Cl2N3O9PS2SeV", "method": "ωB97M-V with the def2-TZVPD basis set", "species": ["C", "H", "H", "C", "H", "Se", "H", "C", "C", "C", "H", "C", "O", "O", "S", "V", "H", "H", "H", "O", "C", "N", "C", "C", "H", "C", "H", "H", "C", "C", "H", "C", "H", "C", "H", "C", "O", "C", "H", "C", "C", "H", "H", "O", "H", "C", "C", "C", "C", "H", "H", "C", "O", "C", "C", "H", "H", "C", "C", "H", "N", "C", "O", "H", "H", "C", "H", "Cl", "H", "H", "O", "S", "C", "Cl", "O", "P", "H", "H", "C", "C", "N", "H", "C", "C", "H"], "coordinates": [[-2.712, 0.942, -0.680], [0.716, -2.335, 6.035], [-3.192, 5.315, 2.010], [-3.811, 0.952, -2.823], [1.037, -1.586, 2.596], [2.011, 1.431, 3.076], [2.402, -4.707, -6.848], [-2.280, 3.522, 1.272], [1.724, -3.865, -6.698], [0.845, 2.281, 6.080], [1.386, -0.084, -3.996], [-2.013, -1.817, 2.854], [-0.354, -0.876, -1.844], [1.660, 4.360, -1.640], [1.049, 3.186, -1.084], [1.125, 0.424, -0.695], [0.314, 5.800, -0.419], [-1.556, -1.546, 0.776], [1.541, 2.527, 6.885], [-1.314, -1.060, -3.876], [-5.101, 0.645, -0.821], [3.043, -0.318, -1.232], [-1.569, 0.326, 1.835], [-1.240, 2.950, 0.542], [-2.116, -2.890, 2.756], [-1.000, -1.447, -2.744], [-1.487, 1.991, 3.190], [-3.740, 0.993, -3.902], [-2.377, 4.895, 1.432], [3.546, -3.064, -5.148], [-0.176, 2.500, 6.398], [2.208, -2.084, 0.280], [1.562, -3.385, -7.666], [0.628, -0.182, 6.516], [-6.053, 0.472, -0.331], [1.412, 0.449, 4.500], [0.469, 2.226, -2.043], [1.676, -1.785, 3.453], [4.150, -3.912, -5.457], [3.272, -1.095, -3.798], [1.999, -0.913, -4.330], [-1.608, -3.458, -3.334], [1.555, -2.815, 3.779], [1.205, -1.296, 0.393], [2.704, -1.610, 3.146], [-2.651, 1.052, -2.067], [0.860, -1.297, 5.793], [-0.418, 5.176, 0.076], [-2.158, -1.202, 4.092], [0.760, -4.259, -6.368], [0.242, -0.055, 7.512], [-1.669, 0.930, 3.084], [3.531, 1.346, -2.971], [3.348, -1.604, -0.614], [-5.036, 0.754, -2.204], [-1.693, 1.174, -2.555], [-3.035, 2.879, 1.709], [-1.438, 5.724, 0.838], [4.043, -2.170, -4.206], [5.031, -2.292, -3.781], [1.337, -0.903, 4.565], [-3.944, 0.735, -0.062], [1.870, 2.420, -0.130], [-1.506, 6.799, 0.954], [4.240, -1.540, 0.019], [2.280, -2.892, -5.691], [1.092, 2.871, 5.198], [-3.156, -2.760, -1.720], [-4.000, 0.616, 1.013], [3.542, -2.400, -1.344], [5.272, -0.329, -2.392], [3.866, 0.014, -2.525], [1.515, -1.803, -5.272], [-0.440, -3.774, -1.322], [2.328, -3.162, 0.872], [-1.145, 1.132, 0.252], [-2.050, 0.648, 5.175], [0.508, -1.668, -5.647], [-1.973, 0.168, 4.205], [-0.317, 3.799, -0.077], [0.961, 0.891, 5.711], [-5.937, 0.660, -2.799], [-1.712, -1.060, 1.733], [-1.502, -2.885, -2.422], [-2.389, -1.793, 4.971]], "atomic_forces_ev_per_a": [[0.0193, -0.0181, -0.0129], [-0.0012, 0.0008, 0.0034], [-0.0003, 0.0026, 0.0000], [0.0035, -0.0033, -0.0115], [0.0117, 0.0049, -0.0333], [-0.0368, 0.1374, 0.0044], [-0.0004, 0.0011, 0.0010], [-0.0044, 0.0236, -0.0086], [-0.0010, 0.0005, -0.0095], [0.0012, -0.0201, -0.0089], [-0.0167, -0.0139, 0.0122], [0.0050, 0.0100, -0.0199], [0.2139, 0.1235, 0.0701], [-0.0196, 0.0431, -0.0344], [0.0694, -0.2599, 0.0209], [-0.7578, -0.4535, -0.8752], [0.0031, -0.0023, -0.0005], [-0.0053, -0.0035, -0.0062], [-0.0005, 0.0060, 0.0009], [-0.0466, 0.0414, 0.0505], [0.0024, -0.0157, -0.0056], [-0.1221, -0.1498, -0.2117], [0.0100, -0.0114, -0.0439], [-0.0147, -0.0445, -0.0473], [0.0004, -0.0017, 0.0139], [0.2490, -0.1101, -0.2855], [0.0039, -0.0011, -0.0014], [0.0065, 0.0044, 0.0012], [-0.0051, -0.0235, 0.0046], [0.0073, 0.0127, -0.0095], [-0.0006, 0.0066, 0.0050], [-0.0024, 0.1245, 0.1645], [0.0022, 0.0029, 0.0005], [-0.0090, -0.0049, 0.0005], [-0.0019, 0.0017, -0.0011], [0.0077, -0.0865, -0.0016], [0.1082, 0.2599, 0.2876], [-0.0037, 0.0039, 0.0448], [-0.0040, 0.0005, 0.0006], [0.0023, -0.0744, -0.0074], [0.0139, 0.0326, 0.0137], [0.0116, 0.0213, -0.0138], [0.0007, -0.0044, -0.0134], [0.1600, 0.0135, 0.3631], [0.0105, -0.0166, -0.0043], [-0.0004, 0.0118, -0.0070], [0.0165, 0.0013, -0.0074], [-0.0351, -0.0062, 0.0017], [-0.0019, -0.0105, 0.0115], [0.0011, -0.0042, 0.0009], [0.0015, 0.0016, 0.0008], [-0.0223, -0.0044, 0.0122], [0.0016, -0.0311, -0.0506], [0.0735, 0.0205, 0.0095], [-0.0053, -0.0074, 0.0060], [-0.0139, 0.0220, 0.0029], [-0.0046, 0.0053, -0.0014], [0.0092, 0.0172, -0.0037], [0.0103, 0.0117, -0.0238], [-0.0063, -0.0006, 0.0115], [-0.0293, 0.0266, -0.0174], [0.0009, -0.0343, -0.0145], [0.0955, 0.1530, 0.1513], [0.0010, -0.0009, -0.0003], [0.0181, -0.0411, -0.0301], [-0.0286, -0.0064, -0.0008], [0.0002, 0.0030, -0.0001], [-0.0098, 0.0202, 0.0203], [0.0105, 0.0064, 0.0096], [-0.0328, -0.0068, -0.0089], [0.0300, 0.0066, 0.0017], [0.0690, 0.1472, 0.1500], [-0.0197, -0.0322, 0.0614], [-0.0203, 0.0175, -0.0207], [0.0111, -0.0564, -0.0137], [0.0805, 0.1601, 0.2357], [0.0043, -0.0044, 0.0018], [-0.0268, 0.0190, -0.0143], [0.0051, 0.0051, -0.0083], [0.0070, 0.0480, -0.0066], [-0.0012, 0.0104, 0.0099], [-0.0019, 0.0020, 0.0020], [-0.0048, -0.0074, 0.0174], [-0.0553, -0.0249, 0.1138], [0.0035, 0.0023, 0.0015]], "multiplicity": 4, "lumo_energy_ev": [3.86, 3.86], "total_charge": -2, "gap_ha": [0.197, 0.249], "de_lowest_kcal_mol": 13.9}